Here is a molecular structure, C24H26AsBCoF4N3OS from the Open Molecules 2025 dataset. Energies are from ωB97M-V/def2-TZVPD.

Each line ends with the natural charge from an NBO analysis.
Atoms and positions in Å:
Co -1.18 1.03 0.45  1.359
C -2.79 -2.61 -3.18  -0.600
C -4.02 -2.37 -2.31  -0.453
C -3.78 -1.35 -1.24  0.092
N -2.64 -0.84 -0.97  -0.262
N -2.69 0.05 0.08  -0.423
C -3.91 0.23 0.57  0.264
N -4.23 1.04 1.59  -0.776
S -5.06 -0.77 -0.22  0.428
H -3.01 -3.37 -3.92  0.230
H -1.95 -2.94 -2.58  0.222
H -2.49 -1.70 -3.70  0.218
H -4.35 -3.30 -1.83  0.239
H -4.87 -2.03 -2.92  0.237
H -3.61 1.81 1.83  0.449
H -5.20 1.16 1.81  0.419
F -2.52 3.27 2.59  -0.546
B -1.72 3.50 1.48  1.349
F -2.33 2.67 0.41  -0.580
F -0.46 2.86 1.64  -0.567
F -1.61 4.78 1.09  -0.507
C -0.48 -0.43 4.50  -0.648
C -0.59 0.69 3.51  -0.061
O -0.96 0.13 2.20  -0.773
H -0.21 -0.03 5.47  0.246
H 0.28 -1.15 4.20  0.226
H -1.43 -0.95 4.63  0.209
H 0.36 1.18 3.33  0.211
H -1.33 1.45 3.78  0.205
H -1.61 -0.58 2.32  0.506
C 3.16 -2.77 -3.95  -0.191
C 2.64 -3.59 -2.95  -0.199
C 1.91 -3.03 -1.91  -0.214
C 1.70 -1.65 -1.86  -0.348
C 2.22 -0.84 -2.86  -0.153
C 2.94 -1.40 -3.91  -0.215
As 0.70 -1.00 -0.33  0.916
C 0.72 0.94 -0.76  -0.439
C -0.07 1.62 -1.69  -0.308
C 0.12 2.98 -1.89  -0.180
C 1.09 3.66 -1.16  -0.187
C 1.88 2.99 -0.23  -0.101
C 1.69 1.63 -0.01  -0.093
C 2.45 0.79 0.95  -0.004
C 3.39 1.26 1.85  -0.210
C 4.03 0.37 2.70  -0.192
C 3.71 -0.98 2.66  -0.195
C 2.75 -1.46 1.78  -0.205
C 2.13 -0.57 0.92  -0.325
H 3.72 -3.21 -4.76  0.226
H 2.80 -4.65 -2.98  0.224
H 1.50 -3.68 -1.15  0.213
H 2.08 0.23 -2.84  0.204
H 3.34 -0.77 -4.68  0.224
H -0.79 1.08 -2.30  0.248
H -0.49 3.51 -2.61  0.236
H 1.24 4.72 -1.31  0.237
H 2.63 3.54 0.32  0.220
H 3.64 2.32 1.89  0.221
H 4.77 0.73 3.39  0.228
H 4.22 -1.67 3.33  0.227
H 2.51 -2.51 1.77  0.220

The LUMO energy (spin up / spin down) is -4.30 / -3.50 eV. For the energy above the lowest of the compared OMol25 structures with the same formula, charge and spin, the calculation gives 11.7 kcal/mol. For the largest force on an atom, the calculation gives 0.0182 Eh/bohr. The total energy is -152675.4210 eV. The HOMO-LUMO gap (spin up / spin down) comes out at 7.03 / 7.80 eV. Its charge is +1. Its expectation value of S² is 0.759. As for the spin multiplicity: 2.

***

Here is a molecular structure, C24H26BrN6O4S3Ti from the Open Molecules 2025 dataset. Energies are from ωB97M-V/def2-TZVPD.

Each line ends with the natural charge from an NBO analysis.
Atoms and positions in Å:
Ti -0.76 -0.66 -0.58  1.448
O -4.69 0.16 -1.40  -0.687
C -5.28 -0.16 -0.22  0.398
C -6.67 -0.08 -0.17  -0.289
C -7.34 -0.36 1.01  -0.178
C -6.64 -0.72 2.15  -0.255
C -5.26 -0.81 2.10  -0.158
C -4.56 -0.52 0.93  -0.177
C -3.06 -0.55 0.95  0.223
O -2.50 -1.07 -0.25  -0.749
N -2.54 0.80 1.13  -0.459
N -1.23 0.85 0.57  -0.493
C -0.79 2.18 0.66  -0.103
C 0.30 2.74 0.20  0.078
Br -1.29 0.75 -2.64  -0.449
C 1.40 3.36 -0.15  -0.306
C 2.59 3.52 0.71  -0.065
C 2.51 3.39 2.10  -0.197
C 3.65 3.46 2.88  -0.228
C 4.89 3.68 2.29  -0.221
C 4.98 3.84 0.91  -0.239
C 3.83 3.77 0.13  -0.166
H -3.76 -0.12 -1.40  0.509
H -7.19 0.20 -1.07  0.225
H -8.42 -0.29 1.03  0.214
H -7.17 -0.95 3.07  0.215
H -4.70 -1.09 2.98  0.211
H -2.71 -1.17 1.78  0.182
H -3.15 1.46 0.64  0.356
H -1.50 2.85 1.14  0.229
H 1.45 3.80 -1.15  0.231
H 1.54 3.23 2.55  0.218
H 3.58 3.36 3.95  0.222
H 5.78 3.74 2.90  0.222
H 5.94 4.04 0.44  0.219
H 3.90 3.90 -0.94  0.207
S -0.37 -2.67 0.99  0.008
C 0.99 -3.55 0.36  -0.230
S 2.29 -2.95 1.26  0.095
C 0.98 -4.47 -0.64  -0.443
C -0.21 -4.76 -1.37  0.299
N -1.16 -4.98 -1.99  -0.314
C 2.20 -5.07 -1.06  0.295
N 3.20 -5.51 -1.42  -0.332
C 2.41 -2.64 -2.93  -0.816
S 1.06 -1.48 -3.07  1.289
C 0.27 -2.07 -4.55  -0.808
O 0.12 -1.94 -1.95  -0.976
H 2.06 -3.66 -3.07  0.254
H 2.82 -2.51 -1.93  0.262
H 3.16 -2.38 -3.68  0.242
H 0.82 -1.70 -5.41  0.240
H -0.73 -1.63 -4.53  0.278
H 0.21 -3.16 -4.54  0.250
C 1.46 0.59 2.44  -0.414
N 2.45 0.69 1.39  -0.582
C 2.25 0.41 0.11  0.853
N 3.27 0.59 -0.75  -0.809
O 1.16 0.00 -0.36  -0.722
H 1.85 0.00 3.27  0.213
H 0.57 0.10 2.05  0.248
H 1.18 1.58 2.79  0.202
H 3.34 1.09 1.64  0.411
H 4.14 1.01 -0.47  0.407
H 3.05 0.53 -1.73  0.414

The LUMO energy (spin up / spin down) is -0.49 / -2.09 eV. For the energy above the lowest of the compared OMol25 structures with the same formula, charge and spin, the calculation gives 37.1 kcal/mol. For the largest force on an atom, the calculation gives 0.0114 Eh/bohr. The total energy is -168104.8969 eV. The HOMO-LUMO gap (spin up / spin down) comes out at 7.62 / 6.01 eV. Its expectation value of S² is 0.758. As for the spin multiplicity: 2.

***

Here is a molecular structure, C24H26CsN6O9S from the Open Molecules 2025 dataset. Energies are from ωB97M-V/def2-TZVPD.

Each line ends with the natural charge from an NBO analysis.
Atoms and positions in Å:
Cs -0.41 0.06 -0.69  0.953
C -0.96 5.31 1.72  -0.258
C -0.98 4.05 1.10  0.053
N -0.05 3.13 1.30  -0.402
C 0.96 3.42 2.15  0.147
C 1.07 4.65 2.80  -0.105
C 0.07 5.61 2.57  -0.147
C 2.18 4.91 3.68  -0.194
C 3.12 3.98 3.89  -0.178
C 3.03 2.69 3.26  -0.120
C 3.99 1.69 3.48  -0.151
C 3.83 0.47 2.88  -0.253
C 2.72 0.27 2.04  0.045
N 1.82 1.20 1.80  -0.424
C 1.96 2.40 2.40  0.241
H -1.75 6.01 1.50  0.217
H -1.77 3.79 0.40  0.252
H 0.13 6.58 3.06  0.202
H 2.23 5.89 4.15  0.205
H 3.97 4.16 4.54  0.205
H 4.83 1.89 4.13  0.207
H 4.54 -0.34 3.01  0.217
H 2.56 -0.67 1.54  0.234
N -3.27 -4.35 -1.71  -0.642
C -1.83 -4.69 -1.67  -0.237
C -1.03 -3.42 -1.42  -0.271
N -1.33 -2.39 -2.41  -0.634
C -2.75 -2.12 -2.53  -0.255
C -3.56 -3.38 -2.78  -0.240
H -3.85 -3.75 -0.25  0.491
H -3.80 -5.20 -1.88  0.369
H -1.51 -5.13 -2.62  0.164
H -1.67 -5.42 -0.88  0.205
H 0.04 -3.60 -1.40  0.264
H -1.30 -3.02 -0.43  0.196
H -0.93 -2.65 -3.31  0.355
H -2.90 -1.37 -3.32  0.222
H -3.09 -1.64 -1.60  0.213
H -3.30 -3.79 -3.76  0.162
H -4.63 -3.17 -2.78  0.202
O 2.57 -3.44 -1.25  -0.739
C 2.72 -2.27 -0.87  0.769
O 1.84 -1.49 -0.43  -0.826
C 4.15 -1.72 -0.90  -0.134
C 5.22 -2.58 -1.11  -0.152
C 6.53 -2.11 -1.08  -0.230
C 6.79 -0.77 -0.84  -0.227
C 5.71 0.07 -0.64  0.069
C 4.39 -0.37 -0.67  -0.202
N 5.97 1.49 -0.36  0.520
O 7.13 1.84 -0.26  -0.408
O 5.02 2.19 -0.06  -0.372
H 4.99 -3.62 -1.30  0.242
H 7.35 -2.80 -1.24  0.208
H 7.79 -0.38 -0.80  0.238
H 3.57 0.30 -0.50  0.267
O -4.30 -3.44 0.59  -0.585
N -3.28 -3.01 1.38  0.332
O -3.65 -2.57 2.41  -0.312
C -4.82 1.45 -2.14  -0.897
S -3.18 1.75 -1.49  2.404
O -2.28 1.40 -2.60  -1.052
O -3.11 3.16 -1.13  -1.027
O -3.10 0.85 -0.34  -1.059
H -5.04 2.15 -2.95  0.221
H -5.55 1.56 -1.34  0.226
H -4.84 0.43 -2.52  0.216

The LUMO energy is 1.95 eV. For the energy above the lowest of the compared OMol25 structures with the same formula, charge and spin, the calculation gives 0.0 kcal/mol. For the largest force on an atom, the calculation gives 0.0278 Eh/bohr. The total energy is -64061.6163 eV. The HOMO-LUMO gap comes out at 8.25 eV. Its charge is -1. As for the spin multiplicity: 1.

***

Here is C24H26F3N7 in the gas phase from the Open Molecules 2025 dataset. Energies are from ωB97M-V/def2-TZVPD.

Each line ends with the natural charge from an NBO analysis.
Atoms and positions in Å:
C -0.17 0.78 2.69  -0.700
C -1.60 1.25 2.16  0.389
N -2.53 1.66 3.04  -0.421
C -3.51 2.00 2.08  0.092
C -4.81 2.45 2.24  -0.244
C -5.48 2.82 1.28  -0.072
C -7.10 3.37 1.73  1.012
F -7.07 4.71 0.98  -0.439
F -7.94 2.77 1.12  -0.248
F -7.08 3.73 3.05  -0.311
C -5.05 2.66 -0.09  -0.226
C -4.01 1.88 -0.29  -0.226
C -3.09 1.61 0.75  0.118
N -1.86 1.22 0.76  -0.385
C -0.98 0.78 -0.21  -0.008
C -0.43 -0.73 -0.31  -0.362
C 0.03 -0.90 -1.91  -0.216
N 1.22 0.11 -1.91  -0.409
C 1.89 -0.32 -3.27  -0.250
C 2.67 -1.54 -3.15  0.378
N 2.09 -2.60 -3.82  -0.377
N 2.98 -3.53 -3.60  0.031
N 3.62 -3.55 -2.68  0.008
N 3.47 -1.99 -2.47  -0.333
C 4.38 -1.28 -1.78  -0.250
C 3.71 -0.72 -0.38  -0.408
C 3.21 -1.90 0.73  0.053
C 3.18 -3.32 0.34  -0.262
C 2.72 -4.06 1.39  -0.194
C 2.20 -3.61 2.40  -0.239
C 2.24 -2.25 2.71  -0.140
C 2.74 -1.37 2.05  -0.259
C 0.62 1.34 -2.08  -0.264
C 0.18 1.90 -0.74  -0.326
H 0.77 1.14 2.14  0.215
H -0.10 -0.39 2.68  0.238
H -0.10 1.27 3.78  0.260
H -4.98 2.66 3.37  0.238
H -5.95 2.72 -0.69  0.224
H -3.75 1.77 -1.27  0.207
H -1.64 0.84 -1.18  0.185
H 0.18 -0.53 0.29  0.178
H -1.32 -1.40 -0.07  0.218
H 0.42 -1.79 -1.74  0.211
H -0.70 -0.73 -2.59  0.193
H 2.74 0.53 -3.52  0.204
H 1.29 -0.29 -4.10  0.224
H 5.19 -2.08 -1.18  0.218
H 4.99 -0.42 -2.19  0.237
H 4.66 -0.02 0.21  0.200
H 2.94 -0.22 -0.74  0.216
H 3.63 -3.42 -0.56  0.229
H 2.91 -5.15 1.23  0.213
H 1.86 -4.31 3.31  0.219
H 1.99 -1.65 3.77  0.199
H 2.62 -0.45 2.04  0.193
H 1.41 2.10 -2.14  0.203
H 0.03 1.64 -2.80  0.186
H 0.79 1.88 -0.07  0.167
H -0.27 2.91 -0.81  0.215

The LUMO energy is 0.42 eV. For the largest force on an atom, the calculation gives 0.2912 Eh/bohr. The total energy is -43872.6267 eV. The HOMO-LUMO gap comes out at 8.69 eV. Its SMILES is Cc1nc2cc(C(F)(F)F)ccc2n1C1CCN(Cc2nnnn2CCc2ccccc2)CC1. As for the spin multiplicity: 1.